[1]
The following is a DFT calculation (ωB97M-V with the def2-TZVPD basis set) of a structure of composition C5H8O.

Cartesian coordinates (Å):
C: -2.04711 0.12976 0.14618
O: -1.47044 -1.00503 -0.49553
C: -0.38597 -0.76407 -1.27315
C: 0.04625 0.61267 -1.66450
C: 0.95505 0.13684 -0.82999
C: 2.06371 0.50673 0.10902
H: -2.24702 0.92909 -0.57061
H: -2.97625 -0.22934 0.58869
H: -1.38568 0.51157 0.93380
H: 0.72193 -1.10249 -0.55734
H: -0.22768 -1.59328 -1.96599
H: 1.74131 0.43986 1.15375
H: 2.94081 -0.13374 -0.02535
H: 2.32938 1.54106 -0.11563

Output
Energy relative to the best compared isomer or geometry (same formula, charge and spin) ... 550.31 kJ/mol
DFT total energy ... -270.3483 a.u.

---

[2]
The following is a DFT calculation (ωB97M-V with the def2-TZVPD basis set) of a cluster of 2 separate species, C5H8O in total.

Cartesian coordinates (Å):
C: -1.14826 1.14231 -0.26829
C: -0.42760 0.44576 0.59160
C: 0.72314 0.36812 1.49862
C: -0.22573 -0.81692 1.30677
H: -0.89088 2.16539 -0.53252
H: -2.03011 0.71089 -0.73604
H: 1.72733 0.29581 1.08302
H: 0.67317 0.91290 2.43872
H: 0.12861 -1.67951 0.74355
H: -0.90153 -1.05986 2.12362
C: 0.59412 -0.61555 -2.06270
O: 0.08650 -1.70353 -2.16511
H: 0.29323 0.24400 -2.69120
H: 1.39801 -0.40981 -1.33004

Output
Energy relative to the best compared isomer or geometry (same formula, charge and spin) ... 287.52 kJ/mol
DFT total energy ... -270.4484 a.u.

---

[3]
The following is a DFT calculation (ωB97M-V with the def2-TZVPD basis set) of an isolated molecule of C5H8O in a non-equilibrium geometry.

Cartesian coordinates (Å):
C: 0.88367 1.76320 0.70586
C: 1.39790 0.50357 0.64596
C: 0.64793 -0.68846 0.02797
C: -0.60973 -0.25142 -0.71950
C: -1.82513 -1.07960 -0.38070
O: -1.85542 -1.85895 0.53259
H: 1.40491 2.67019 0.41704
H: -0.15600 1.89936 0.95681
H: 2.35083 0.24906 1.12127
H: 1.29165 -1.29054 -0.59990
H: 0.42739 -1.39399 0.84635
H: -0.85471 0.79897 -0.74044
H: -0.42678 -0.52109 -1.78911
H: -2.67651 -0.80030 -1.02419

Output
Energy relative to the best compared isomer or geometry (same formula, charge and spin) ... 253.48 kJ/mol
DFT total energy ... -270.4613 a.u.

---

[4]
The following is a DFT calculation (ωB97M-V with the def2-TZVPD basis set) of an isolated molecule of C5H8O.

Cartesian coordinates (Å):
C: -1.20652 -2.25734 -1.28741
C: -0.56235 -1.02239 -0.82776
C: 0.06468 -0.04518 -0.49536
C: 0.99640 1.02793 -0.11201
C: 0.62375 1.75122 1.19258
O: 0.26875 0.86762 2.22942
H: -2.09541 -2.50785 -0.70020
H: -1.50256 -2.17407 -2.33866
H: -0.50415 -3.09476 -1.20291
H: 1.98115 0.56255 0.01175
H: 1.08609 1.76291 -0.92434
H: 1.50603 2.29657 1.54414
H: -0.17525 2.48579 1.00349
H: -0.48062 0.34702 1.90727

Output
Energy relative to the best compared isomer or geometry (same formula, charge and spin) ... 187.23 kJ/mol
DFT total energy ... -270.4866 a.u.

---

[5]
The following is a DFT calculation (ωB97M-V with the def2-TZVPD basis set) of an isolated molecule of C5H8O in a non-equilibrium geometry.

Cartesian coordinates (Å):
C: -0.66786 1.00514 0.69684
O: -1.54162 0.17971 -0.07461
C: -0.93518 -1.05645 -0.45647
C: 0.54923 -0.92264 -0.20342
C: 1.03131 0.41443 -0.58510
C: 0.59771 0.10923 0.87001
H: -0.57126 1.94509 0.07136
H: -1.03483 1.34827 1.65005
H: -1.14459 -1.23532 -1.51463
H: -1.35803 -1.86860 0.14920
H: 1.22749 -1.75665 -0.34489
H: 0.36029 0.93497 -1.27694
H: 2.01961 0.81336 -0.53189
H: 1.46774 0.08947 1.55051

Output
Energy relative to the best compared isomer or geometry (same formula, charge and spin) ... 303.88 kJ/mol
DFT total energy ... -270.4422 a.u.

---

[6]
The following is a DFT calculation (ωB97M-V with the def2-TZVPD basis set) of an isolated molecule of C5H8O in a non-equilibrium geometry.

Cartesian coordinates (Å):
C: 2.09187 -0.26649 -1.15588
C: 1.03445 0.51029 -1.28902
C: -0.16027 0.44146 -0.44310
O: -1.30329 0.75978 -1.09723
C: -0.12669 0.10359 0.87200
C: -1.33316 -0.59092 1.50104
H: 2.04493 -1.14834 -0.52854
H: 2.95933 -0.17414 -1.79510
H: 1.05760 1.46414 -1.81806
H: -2.09547 0.72105 -0.54878
H: 0.68416 0.53344 1.44409
H: -1.05160 -1.15914 2.37928
H: -1.63876 -1.26161 0.69772
H: -2.16310 0.06689 1.78159

Output
Energy relative to the best compared isomer or geometry (same formula, charge and spin) ... 203.72 kJ/mol
DFT total energy ... -270.4803 a.u.

---

[7]
The following is a DFT calculation (ωB97M-V with the def2-TZVPD basis set) of an isolated molecule of C5H8O in a non-equilibrium geometry.

Cartesian coordinates (Å):
C: -0.88526 1.34782 -0.59000
C: -0.55553 -0.11484 -0.28308
C: 0.87212 -0.58002 -0.66319
C: 1.06220 -0.97450 0.80058
O: 0.87056 0.20424 1.58000
C: -0.28355 -0.51876 1.15669
H: -0.18195 1.97694 -0.04333
H: -1.90401 1.63177 -0.29742
H: -0.74243 1.55190 -1.66000
H: -1.34661 -0.70376 -0.75511
H: 1.54583 0.21372 -1.00470
H: 0.86655 -1.40394 -1.38320
H: 1.66223 -1.77088 1.22323
H: -0.98014 -0.85967 1.91953

Output
Energy relative to the best compared isomer or geometry (same formula, charge and spin) ... 208.46 kJ/mol
DFT total energy ... -270.4785 a.u.

---

[8]
The following is a DFT calculation (ωB97M-V with the def2-TZVPD basis set) of an isolated molecule of C5H8O in a non-equilibrium geometry.

Cartesian coordinates (Å):
C: 1.76310 -1.41579 0.40088
C: 0.51835 -1.03235 -0.46336
C: -0.68351 -0.73635 0.31111
C: -1.48013 0.16010 0.51707
C: -1.59498 1.44206 -0.22375
O: -1.52033 2.63125 0.50457
H: 1.43649 -1.94491 1.30868
H: 2.44666 -2.11046 -0.10467
H: 2.35249 -0.55933 0.73690
H: 0.41059 -0.03054 -1.06400
H: 0.37838 -1.77914 -1.24700
H: -2.46376 1.53386 -0.87102
H: -0.74670 1.28117 -0.96708
H: -0.81664 2.56046 1.16167

Output
Energy relative to the best compared isomer or geometry (same formula, charge and spin) ... 394.50 kJ/mol
DFT total energy ... -270.4076 a.u.

---

[9]
The following is a DFT calculation (ωB97M-V with the def2-TZVPD basis set) of an isolated molecule of C5H8O in a non-equilibrium geometry.

Cartesian coordinates (Å):
O: -1.49985 -1.37079 -0.35581
C: -1.02693 -0.65782 0.74012
C: 0.54248 -0.56275 0.57619
C: 1.00809 0.02159 -0.79458
C: -0.05671 1.13516 -0.70919
C: -0.42646 0.65632 0.68293
H: -0.48154 -1.60299 -0.24209
H: -1.36255 -0.99476 1.71989
H: 1.23343 -0.91744 1.32867
H: 0.99811 -0.60611 -1.69295
H: 2.01730 0.43608 -0.68263
H: 0.34622 2.14845 -0.70470
H: -0.86406 1.05635 -1.44019
H: -0.42753 1.25873 1.57432

Output
Energy relative to the best compared isomer or geometry (same formula, charge and spin) ... 367.53 kJ/mol
DFT total energy ... -270.4179 a.u.

---

What is the formula in the first record?
C5H8O

---

What did the eighth record say?
The following is a DFT calculation (ωB97M-V with the def2-TZVPD basis set) of an isolated molecule of C5H8O in a non-equilibrium geometry.

Cartesian coordinates (Å):
C: 1.76310 -1.41579 0.40088
C: 0.51835 -1.03235 -0.46336
C: -0.68351 -0.73635 0.31111
C: -1.48013 0.16010 0.51707
C: -1.59498 1.44206 -0.22375
O: -1.52033 2.63125 0.50457
H: 1.43649 -1.94491 1.30868
H: 2.44666 -2.11046 -0.10467
H: 2.35249 -0.55933 0.73690
H: 0.41059 -0.03054 -1.06400
H: 0.37838 -1.77914 -1.24700
H: -2.46376 1.53386 -0.87102
H: -0.74670 1.28117 -0.96708
H: -0.81664 2.56046 1.16167

Output
Energy relative to the best compared isomer or geometry (same formula, charge and spin) ... 394.50 kJ/mol
DFT total energy ... -270.4076 a.u.